A molecular structure, C47H42AgN5O12S. Source: OMol25; level of theory: ωB97M-V/def2-TZVPD.

Cartesian coordinates (Å):
Ag -0.939850 -0.215636 -1.109942
C 1.463939 -5.137958 2.908685
C 1.746170 -3.644385 2.895982
C 3.015301 -3.263705 3.640013
O 1.885828 -3.159523 1.592032
C 0.640593 -2.770268 0.979789
C 0.077167 -1.542764 1.782528
O 0.604438 -3.056153 3.497255
C -1.514966 -1.343853 1.927740
O -2.051822 -0.907917 0.782554
C -2.198016 -2.696286 2.290740
C -2.471870 -3.530810 1.201340
C -3.060740 -4.772326 1.381008
C -3.425982 -5.205291 2.653988
C -3.204990 -4.367186 3.734455
C -2.600633 -3.123530 3.551089
C -1.728399 -0.276648 3.069651
C -2.369639 0.887068 2.665376
C -2.666642 1.914586 3.552263
C -2.329163 1.797207 4.892754
C -1.671983 0.649211 5.317890
C -1.366030 -0.367008 4.420055
C 0.818026 -2.636133 -0.564258
O -0.392831 -2.366714 -1.091908
C 1.901671 -1.621482 -1.029901
C 2.988845 -1.177620 -0.280352
C 3.916265 -0.295380 -0.824500
C 3.783504 0.156547 -2.131933
C 2.705156 -0.286544 -2.889578
C 1.783753 -1.168605 -2.341554
C 1.332503 -4.011987 -1.131005
C 0.611405 -4.546527 -2.193792
C 1.017095 -5.713879 -2.830068
C 2.157353 -6.383860 -2.408230
C 2.885140 -5.864786 -1.344761
C 2.484645 -4.689401 -0.720613
H 2.299362 -5.659775 2.440055
H 0.551727 -5.346996 2.348540
H 1.336483 -5.492176 3.933791
H 3.884432 -3.508983 3.027710
H 3.075487 -3.791612 4.593644
H 3.000043 -2.188377 3.814280
H -0.065784 -3.592166 1.095418
H 0.106766 0.392203 1.557472
H -2.194189 -3.166290 0.216993
H -3.231038 -5.411378 0.521007
H -3.885283 -6.177728 2.797084
H -3.494360 -4.679494 4.732804
H -2.462680 -2.488790 4.414544
H -2.593313 0.938110 1.607786
H -3.148397 2.819449 3.193886
H -2.559027 2.592622 5.593348
H -1.384412 0.542380 6.358765
H -0.822002 -1.225178 4.784195
H 3.105123 -1.504360 0.743161
H 4.743811 0.050433 -0.213512
H 4.501301 0.851464 -2.555386
H 2.572451 0.063017 -3.907898
H 0.961192 -1.538762 -2.940428
H -0.280198 -4.007667 -2.492797
H 0.438861 -6.098594 -3.663801
H 2.486981 -7.286258 -2.911380
H 3.782311 -6.372153 -1.004886
H 3.079185 -4.288396 0.086763
O 0.642312 -0.379169 1.305572
O 0.654630 -1.679576 3.134189
N -3.345239 1.607151 -4.459784
C -2.012548 1.483407 -4.152386
S -1.218960 0.047797 -4.301404
N -1.365688 2.601978 -3.709827
C -1.828481 3.907021 -3.543305
C -2.871341 4.481009 -4.275132
C -3.237235 5.801864 -4.044679
C -2.580459 6.577767 -3.102954
C -1.519988 6.017006 -2.397911
C -1.145166 4.705774 -2.618683
H -3.760662 0.691807 -4.550429
H -3.870962 2.222684 -3.853170
H -0.558054 2.352021 -3.138195
H -3.373327 3.917251 -5.047467
H -4.047817 6.227239 -4.624729
H -2.882798 7.601351 -2.922414
H -0.977761 6.604152 -1.666572
H -0.321884 4.269071 -2.065108
C -4.205153 2.499550 0.020621
C -3.736651 1.424455 -0.849828
N -3.369548 0.569667 -1.521841
H -4.177898 2.167511 1.056708
H -5.223125 2.781927 -0.243682
H -3.545547 3.360734 -0.084612
O -0.214502 2.490313 0.730221
C 0.299244 2.540156 -0.392119
O -0.033779 1.968676 -1.460840
C 1.517756 3.461516 -0.528081
C 1.704855 4.485416 0.386204
C 2.769956 5.353281 0.221086
C 3.675379 5.222691 -0.810931
C 3.471939 4.184755 -1.697987
C 2.412642 3.303453 -1.579814
N 4.405069 4.060269 -2.840902
O 5.339666 4.844413 -2.894761
O 4.179345 3.197292 -3.662636
N 2.935501 6.489370 1.154370
O 3.926287 7.189753 1.027123
O 2.070447 6.665845 1.989676
H 1.018387 4.592834 1.214233
H 4.494526 5.913175 -0.931618
H 2.276560 2.490345 -2.282155

Cartesian forces (eV/Å) of the 3 atoms listed first:
Ag -0.050 -0.004 -0.037
C -0.045 -0.015 0.026
C 0.118 -0.169 -0.026

* E_LUMO: 2.993 eV
* calculated total energy: -3537.875632 Eh
* M: 1008.81 Da
* total charge: -2
* Kohn-Sham gap: 4.8 eV
* highest occupied orbital energy: -0.0663 Eh
* 2S+1: 1

Here are the Mulliken charges for atoms 1 to 2, given in e: Ag 1.870; C -1.844